Entry 1:
The following is a quantum chemistry calculation of the molecule C4H6O2, from the OMol25 dataset.

Total charge   0
HOMO   -0.37816 Ha
Kohn-Sham gap   11.14 eV

Each line ends with the Löwdin charge.
Element x y z (Å)
O  2.35027  1.13329  -0.38480  0.117
C  1.24212  0.70900  -0.20132  -0.483
C  0.76321  -0.72626  -0.33575  -0.080
C  -0.64080  -0.72155  0.26343  -0.149
C  -1.01864  0.76966  0.23715  -0.155
O  0.20762  1.50290  0.16382  0.021
H  0.77469  -0.98543  -1.39985  0.130
H  1.47047  -1.38507  0.17240  0.126
H  -1.35168  -1.32763  -0.30437  0.112
H  -0.62679  -1.09741  1.29064  0.114
H  -1.54500  1.09955  1.13592  0.123
H  -1.62547  1.02895  -0.63729  0.124

Cartesian forces, eV/Å:
O -0.6 -0.2 0.1
C 0.5 0.1 -0.1
C 0.1 -0.1 0.0
C -0.1 0.0 0.0
C -0.2 -0.1 0.0
O 0.2 0.0 0.0
H 0.0 0.1 0.1
H -0.1 0.1 -0.1
H 0.1 0.1 0.1
H 0.0 0.1 -0.1
H 0.1 -0.1 -0.1
H 0.1 0.0 0.1

Entry 2:
The following is a quantum chemistry calculation of the molecule C4H6O2S, from the OMol25 dataset.

Total charge   0
HOMO (spin up / spin down)   -0.31667 / -0.31721 Ha
Kohn-Sham gap (spin up / spin down)   7.26 / 7.42 eV

Each line ends with the Löwdin charge.
Element x y z (Å)
C  0.14112  -0.57405  0.04742  -0.215
C  -1.26437  -0.80729  -0.04711  -0.201
C  0.82983  0.53455  0.09442  -0.168
C  2.30723  0.49972  -0.13054  -0.086
O  -3.83491  -0.74825  -0.16854  -0.342
O  -2.68757  1.46885  -0.04073  -0.339
S  -2.73838  0.06222  0.19259  0.762
H  0.72488  -1.52375  0.06214  0.121
H  -1.51102  -1.86647  0.07453  0.078
H  0.25906  1.53823  0.14962  0.145
H  2.44384  -0.60883  -0.08284  0.083
H  2.63255  0.87628  0.80819  0.059
H  2.69774  1.14880  -0.95915  0.103

Cartesian forces, eV/Å:
C -0.7 -1.7 0.4
C -1.9 -0.4 0.7
C -0.7 3.7 -1.4
C -1.1 -0.6 0.7
O -2.1 -0.8 -0.2
O -0.2 1.0 0.1
S 4.3 -1.0 -0.4
H -0.6 0.6 -0.2
H -0.3 0.4 -0.1
H 1.1 -1.6 0.0
H 1.1 1.0 -0.9
H 1.3 0.5 0.8
H -0.4 -1.1 0.6

Entry 3:
The following is a quantum chemistry calculation of a structure of composition C4H6O2S, from the OMol25 dataset.

Total charge   0
HOMO   -0.32893 Ha
Kohn-Sham gap   9.54 eV

Each line ends with the Löwdin charge.
Element x y z (Å)
C  1.93884  -1.21763  0.08077  -0.032
C  0.88993  0.92427  -0.20404  -0.848
C  -1.43816  0.78132  -0.19715  -0.248
C  -2.58403  0.07634  0.15561  -0.006
H  3.00347  -1.43021  0.07119  0.074
H  1.56055  -1.32323  1.17264  0.131
H  1.48378  -1.75760  -0.88979  0.146
H  -1.50818  1.94731  -0.27373  0.097
H  -3.60497  0.51907  0.30659  0.043
H  -2.50734  -1.36275  0.07816  0.178
O  2.04562  0.25158  -0.05415  -0.159
O  -0.20972  0.04099  -0.28331  -0.109
S  0.93022  2.55055  0.03720  0.733

Cartesian forces, eV/Å:
C 0.3 0.3 -0.1
C 0.4 -1.0 1.5
C -3.4 -1.0 1.4
C 2.3 -2.9 -1.5
H 0.0 -0.5 0.1
H 0.0 -0.7 -2.3
H 0.4 1.3 2.7
H 0.9 -2.6 0.0
H 1.4 -0.4 -0.3
H -0.3 4.9 0.6
O -1.9 -0.6 -1.1
O 0.1 3.7 -0.3
S -0.3 -0.6 -0.6

Entry 4:
The following is a quantum chemistry calculation of the molecule C4H6O2S, from the OMol25 dataset.

Total charge   0
HOMO   -0.31695 Ha
Kohn-Sham gap   8.17 eV

Each line ends with the Löwdin charge.
Element x y z (Å)
C  -1.68468  0.84142  -0.13693  -0.514
C  -0.43164  0.51791  -0.77170  -0.641
C  1.00680  -1.16212  -0.08570  -0.032
C  1.03008  0.05802  0.89260  -0.120
H  -1.97579  1.92704  0.08600  0.105
H  -0.48485  1.03795  -1.82306  0.193
H  0.81124  -2.11749  0.36021  0.107
H  1.92449  -1.13328  -0.78746  0.149
H  1.90190  0.08111  1.47829  0.101
H  0.08979  0.08772  1.60355  0.146
O  -0.19308  -0.76822  -0.97110  -0.137
O  0.65390  1.09421  -0.06503  -0.091
S  -2.64815  -0.46427  0.22034  0.734

Cartesian forces, eV/Å:
C -3.5 -1.0 1.9
C 1.6 3.3 -2.7
C -0.6 2.3 -1.5
C -4.6 -1.1 -1.2
H 0.6 -1.7 -0.4
H 0.3 -0.5 1.5
H -0.1 -0.4 0.0
H -1.4 -0.2 1.3
H 1.4 1.1 0.2
H 2.0 -0.9 -0.9
O 2.5 -3.4 1.0
O 1.5 0.4 0.8
S 0.2 2.1 0.0

Entry 5:
The following is a quantum chemistry calculation of the molecule C4H6O2S2, from the OMol25 dataset.

Total charge   0
HOMO   -0.35673 Ha
Kohn-Sham gap   8.99 eV

Each line ends with the Löwdin charge.
Element x y z (Å)
C  1.58537  0.63601  -2.07865  -0.637
C  1.25153  -0.37122  -1.08325  -0.443
C  -0.36425  0.49379  0.72054  -0.096
C  -0.26842  -0.33733  -0.52900  -0.216
O  2.42259  2.94381  -2.90780  -0.527
O  3.18491  -1.46511  -2.69842  -0.536
S  1.93154  2.16894  -1.78604  0.953
S  1.73735  -1.11716  -2.74815  1.002
H  1.88612  -0.76289  -0.35043  0.097
H  0.30559  -0.04059  1.29635  0.054
H  -1.40529  0.47679  1.00995  0.085
H  -0.06780  1.51494  0.76512  0.064
H  -0.89957  -0.10153  -1.36308  0.101
H  -0.42099  -1.33259  -0.15248  0.099

Cartesian forces, eV/Å:
C 0.5 -0.8 0.6
C -3.3 0.1 -0.6
C -1.1 0.4 -1.3
C 2.6 -0.4 -1.4
O 0.1 0.5 -0.4
O -1.3 -0.1 -0.1
S 0.0 -0.6 -0.3
S 1.0 1.6 0.7
H 1.5 -0.1 1.0
H 0.8 -0.8 2.4
H -0.1 -0.3 0.7
H 0.4 0.9 -0.7
H -0.6 0.2 -0.2
H -0.6 -0.7 -0.4

Entry 6:
The following is a quantum chemistry calculation of a cluster of 2 separate species, C4H6O4 in total, from the OMol25 dataset.

Total charge   -2
HOMO   -0.03732 Ha
Kohn-Sham gap   7.72 eV

Each line ends with the Löwdin charge.
Element x y z (Å)
C  0.97775  1.91428  -1.01792  -0.067
C  1.97891  1.65187  0.21979  -0.796
O  3.15247  1.37049  -0.05208  -0.114
O  1.30300  1.64937  1.27358  -0.122
H  0.51690  0.96828  -1.28868  0.030
H  1.55158  2.29227  -1.87109  0.033
H  0.20515  2.57076  -0.62718  0.041
C  -1.31603  -0.52991  0.61205  -0.037
C  -1.89901  -1.81362  -0.12131  -0.803
O  -1.36469  -2.90218  0.20505  -0.143
O  -2.80308  -1.61611  -0.96330  -0.146
H  -2.13518  0.18252  0.71559  0.050
H  -0.55805  -0.05996  -0.00444  0.022
H  -0.94488  -1.00024  1.51796  0.052

Cartesian forces, eV/Å:
C 1.3 0.0 0.6
C -2.6 -0.4 -1.1
O 0.8 0.2 0.3
O 1.2 0.2 0.7
H 0.0 -0.1 -0.1
H -0.3 0.2 -0.1
H -0.1 0.2 -0.4
C -1.0 -1.7 -0.8
C 0.6 0.8 0.0
O -0.2 -0.1 0.0
O -0.4 -0.1 -0.2
H 0.1 0.0 0.4
H 0.2 -0.2 0.3
H 0.3 0.9 0.3

Entry 7:
The following is a quantum chemistry calculation of the molecule C4H6O4, from the OMol25 dataset.

Total charge   0
HOMO   -0.30709 Ha
Kohn-Sham gap   8.98 eV

Each line ends with the Löwdin charge.
Element x y z (Å)
C  -0.57795  0.50499  1.02253  -0.318
C  -0.22235  0.69606  -1.30301  -0.145
C  0.54779  -0.39596  0.60426  -0.218
C  0.74036  -0.30231  -0.71524  -0.249
O  -1.01164  1.15173  -0.22662  -0.052
O  -1.57990  -0.17384  1.70686  0.037
O  1.16642  -1.21088  1.49858  0.090
O  1.63968  -0.98460  -1.46906  0.087
H  -2.19250  -0.57607  1.07837  0.117
H  0.66076  -1.19775  2.32145  0.111
H  1.64980  -0.62870  -2.36466  0.110
H  -0.27295  1.33405  1.67457  0.165
H  0.30846  1.55039  -1.75129  0.134
H  -0.85597  0.23288  -2.07674  0.133

Cartesian forces, eV/Å:
C 0.4 1.0 -1.1
C 0.4 -0.3 -0.2
C -0.2 0.0 -0.8
C -0.2 0.2 0.7
O -0.1 -0.8 1.4
O -0.5 0.2 0.0
O 0.1 0.1 0.0
O 0.0 0.0 -0.1
H 0.2 -0.1 -0.1
H 0.0 0.0 -0.1
H 0.0 0.0 0.1
H 0.0 -0.3 0.1
H -0.1 -0.1 0.0
H 0.1 0.1 0.1

Entry 8:
The following is a quantum chemistry calculation of the molecule C4H6O4, from the OMol25 dataset.

Total charge   0
HOMO (spin up / spin down)   -0.32281 / -0.27285 Ha
Kohn-Sham gap (spin up / spin down)   9.06 / 7.11 eV

Each line ends with the Löwdin charge.
Element x y z (Å)
C  -0.79717  1.09200  -0.53159  -0.200
C  -0.75946  1.20337  -2.06387  0.021
C  -0.27339  -0.10570  0.14094  -0.200
C  0.88541  0.04570  1.20759  -0.425
O  -1.83243  0.64896  -1.44228  -0.058
O  -0.38581  -1.31928  -0.31697  0.099
O  2.12301  -0.27467  0.64039  0.048
O  0.47943  -0.68697  2.30604  -0.015
H  -1.06573  1.85888  0.10059  0.115
H  -0.29456  0.46557  -2.64473  0.064
H  0.84913  1.13545  1.56899  0.179
H  -1.03256  -1.40997  -1.01455  0.125
H  2.02821  -1.06126  0.13200  0.077
H  0.07592  -1.59208  1.91744  0.171

Cartesian forces, eV/Å:
C 0.5 -3.2 -1.4
C -0.3 0.7 2.1
C 1.9 3.7 1.0
C -2.6 1.7 -1.2
O -1.5 0.1 0.0
O 0.5 -2.1 -0.3
O 0.0 1.2 1.2
O -0.8 -3.8 -0.7
H -0.2 2.0 0.9
H 1.2 -0.8 -1.3
H 0.7 -1.5 -0.7
H -0.6 0.2 -0.4
H -0.1 -1.1 -0.7
H 1.4 2.9 1.5

Entry 9:
The following is a quantum chemistry calculation of a structure of composition C4H6O4, from the OMol25 dataset.

Total charge   0
HOMO   -0.31756 Ha
Kohn-Sham gap   4.36 eV

Each line ends with the Löwdin charge.
Element x y z (Å)
O  -2.81870  -0.06943  -0.24034  -0.083
C  -2.40568  1.09711  -0.50189  -0.592
O  -1.62255  1.48214  -1.42677  -0.089
C  0.20803  0.09659  0.96785  0.141
C  0.47698  -0.17978  -0.45320  0.015
C  1.65382  -0.75257  0.50221  -0.584
O  1.69051  -1.99531  0.71380  0.176
O  2.68685  0.22169  0.50547  0.060
H  -2.66836  1.83601  0.19311  0.081
H  0.48710  1.04386  1.48038  0.159
H  -0.58504  -0.53768  1.39421  0.140
H  0.00443  -0.93252  -1.03981  0.134
H  0.93147  0.54409  -1.13388  0.142
H  2.74246  -0.63457  -0.40104  0.298

Cartesian forces, eV/Å:
O 0.8 0.9 -0.2
C 1.0 -2.2 -1.4
O 0.0 -0.7 0.7
C -1.8 0.0 -2.7
C -2.2 2.8 0.8
C 1.2 -3.1 3.3
O 0.3 4.3 -0.7
O -1.1 -5.9 -3.5
H -0.9 1.7 1.3
H 0.2 -0.9 -0.7
H 0.8 0.0 0.0
H -0.8 -0.9 0.5
H 0.1 0.3 0.7
H 2.3 3.7 2.0

Entry 10:
The following is a quantum chemistry calculation of a cluster of 2 separate species, C4H6O4P in total, from the OMol25 dataset.

Total charge   -1
HOMO   -0.12628 Ha
Kohn-Sham gap   7.26 eV

Each line ends with the Löwdin charge.
Element x y z (Å)
C  0.89187  -1.02209  -0.68703  -0.367
C  -0.76096  1.61585  -0.06504  -0.483
C  2.04407  -1.77788  -0.10043  -0.094
C  -2.17423  1.06562  -0.37450  -0.058
O  1.25904  0.90932  1.84416  -0.398
O  0.42409  -1.13691  -1.79121  -0.023
O  -0.27209  2.48788  -0.74500  0.010
O  -0.97596  -0.29831  1.94907  -0.390
P  0.03610  0.43603  1.16685  0.461
H  1.71701  -2.10781  0.88898  0.083
H  2.39988  -2.34514  -0.88778  0.035
H  2.73090  -0.92229  0.02171  0.083
H  -2.43020  0.59228  0.48175  -0.005
H  -2.06070  0.50558  -1.21758  0.040
H  -2.82883  1.99787  -0.48395  0.106

Cartesian forces, eV/Å:
C -2.3 1.7 1.9
C -0.9 -0.7 -0.9
C -0.8 3.0 0.5
C 0.7 5.4 0.6
O 0.7 0.5 -0.1
O 0.5 -0.1 0.2
O 0.3 -0.1 0.7
O -1.0 -0.4 0.0
P 1.9 -0.9 -1.4
H 0.5 -0.5 -0.3
H 1.0 -2.2 -1.0
H 0.2 -0.4 0.5
H -1.3 -2.1 2.2
H -0.2 -1.7 -2.4
H 0.7 -1.4 -0.3

Entry 11:
The following is a quantum chemistry calculation of a structure of composition C4H6O5Sr, from the OMol25 dataset.

Total charge   +2
HOMO   -0.67117 Ha
Kohn-Sham gap   10.07 eV

Each line ends with the Löwdin charge.
Element x y z (Å)
O  3.67353  0.65868  0.11759  0.264
C  2.78959  1.08097  -0.73357  -0.585
O  1.59640  0.74840  -0.63278  -0.220
O  3.22882  2.04471  -1.46551  0.119
H  3.26513  0.14405  0.82957  0.173
C  2.40284  2.75634  -2.51706  -0.010
C  1.29568  3.59703  -1.95969  -0.071
O  0.10450  2.77776  -1.87425  -0.260
C  -1.11327  3.23070  -2.08123  -0.012
O  -1.82820  2.15539  -1.74848  -0.208
Sr  -0.49648  0.61117  -1.05594  1.973
H  3.13042  3.41420  -2.99983  0.163
H  2.05407  1.98229  -3.21105  0.154
H  1.05332  4.42799  -2.62876  0.161
H  1.55853  3.81844  -0.84803  0.200
H  -2.77773  2.23896  -1.91867  0.159

Cartesian forces, eV/Å:
O 0.4 0.0 -0.5
C 0.2 1.3 1.8
O 1.0 -0.4 -0.4
O -0.1 0.6 -1.3
H 0.1 -0.2 -0.1
C 0.8 -1.0 0.3
C 0.4 0.1 1.9
O -0.3 -0.4 0.1
C 0.6 1.7 -0.6
O -2.9 0.8 -0.8
Sr 0.0 -3.8 1.2
H 0.0 -0.4 0.1
H 0.1 0.3 0.0
H 0.2 0.2 0.5
H -0.5 0.4 -2.1
H -0.2 0.7 -0.1

Entry 12:
The following is a quantum chemistry calculation of a structure of composition C4H6ORb, from the OMol25 dataset.

Total charge   +1
HOMO   -0.43827 Ha
Kohn-Sham gap   8.01 eV

Each line ends with the Löwdin charge.
Element x y z (Å)
H  1.61037  -0.96546  -1.22570  0.181
C  0.11330  1.29801  -1.54245  -0.040
C  0.47423  0.06361  -1.26294  -0.226
C  0.69411  -0.86415  -0.27641  -0.031
H  -0.32547  1.55267  -2.50876  0.059
H  0.17423  2.08794  -0.78692  0.075
H  0.35561  -1.89635  -0.39287  0.087
C  0.17670  -0.39814  1.96395  -0.053
O  -0.91375  -0.65696  1.33918  -0.218
Rb  -3.49371  0.31779  0.02621  0.948
H  0.64920  -1.18952  2.56604  0.111
H  0.48519  0.65056  2.10067  0.108

Cartesian forces, eV/Å:
H -0.1 -0.2 1.8
C -0.6 0.3 -1.3
C -1.9 -0.1 4.6
C 3.3 -0.3 -7.0
H 0.8 0.2 0.0
H -0.1 -0.5 -0.1
H -0.7 0.5 1.0
C -4.4 -0.6 -1.0
O 2.8 1.1 2.7
Rb 0.4 -0.1 0.1
H 0.2 0.2 -0.5
H 0.3 -0.3 -0.3